# 1
Density functional theory data (ωB97M-V with the def2-TZVPD basis set) for a structure of composition C19H12Cl3NaO.

Element x y z (Å)
Cl 0.69283 2.41160 0.03854
C 0.38679 1.94827 -1.68900
Cl 1.95854 1.50345 -2.46195
C -0.40206 0.58985 -1.65640
O -0.00671 -0.33075 -0.95953
C -1.61808 0.47197 -2.50748
C -2.19906 1.61878 -3.13808
C -3.39340 1.45578 -3.85249
C -3.98360 0.20575 -3.98611
C -3.38288 -0.92404 -3.40032
C -2.20719 -0.78594 -2.65713
C -1.52161 2.89594 -3.01199
Cl -2.24805 4.29382 -3.70227
C -0.30907 3.02355 -2.40769
H -3.85962 2.32310 -4.31145
H -4.90703 0.08927 -4.55317
H -3.82339 -1.91626 -3.51302
H -1.72072 -1.64930 -2.18709
H 0.17501 3.99075 -2.37516
C 3.23636 -2.54560 2.63482
Na 4.44697 -1.71851 4.82207
C 3.64912 -1.82106 1.48973
C 2.78049 -0.71771 1.29697
C 1.78598 -0.75314 2.31740
C 2.13466 -1.82977 3.20903
C 1.43946 -2.02553 4.40358
C 0.46270 -1.08356 4.75141
C 0.02405 -0.11175 3.84352
C 0.63358 -0.00994 2.59258
H 3.57219 -3.52947 2.99098
H 4.44520 -2.19211 0.84298
H 2.80281 0.08948 0.55975
H 1.62586 -2.95687 4.93577
H -0.02409 -1.16572 5.72730
H -0.85427 0.50558 4.06973
H 0.20825 0.65009 1.84419

Properties
LUMO energy = -1.20 eV
HOMO = -5.766 eV
Total charge = 0
Gap between HOMO and LUMO = 4.56 eV
Relative energy (zero: lowest compared OMol25 entry of this formula, charge and spin) = 0.000 eV
Molecular weight = 385.653 g/mol

---

# 2
Density functional theory data (ωB97M-V with the def2-TZVPD basis set) for an isolated molecule of C19H13BrN2O3.

Element x y z (Å)
O -1.59079 -1.19137 3.28168
C -0.96222 -1.49955 2.28725
C -0.82473 -0.55791 1.16898
C 0.06935 -0.69924 0.17988
N 0.29278 0.15595 -0.87032
C -0.05969 1.47068 -1.01562
C -0.25560 2.33008 0.07584
C -0.57387 3.65528 -0.10772
C -0.70056 4.16576 -1.39653
N -1.04125 5.54598 -1.59491
O -1.23764 6.22185 -0.60705
O -1.10874 5.94957 -2.73722
C -0.47883 3.35186 -2.50257
C -0.15951 2.02937 -2.30540
Br 0.15663 0.92884 -3.83566
C -0.31362 -2.83315 2.13472
C -0.63470 -3.61068 1.04564
C -0.10029 -4.89653 0.89510
C 0.76574 -5.39384 1.82833
C 1.12348 -4.63033 2.95863
C 2.01530 -5.12845 3.93184
C 2.34689 -4.37991 5.02537
C 1.80244 -3.09761 5.19229
C 0.93927 -2.58259 4.26563
C 0.57033 -3.33232 3.12901
H -1.48146 0.29724 1.22738
H 0.69071 -1.58511 0.13861
H 0.70590 -0.26604 -1.69466
H -0.11699 1.94652 1.07250
H -0.71959 4.31406 0.73416
H -0.56535 3.76915 -3.49465
H -1.33195 -3.23750 0.30880
H -0.38112 -5.48778 0.03619
H 1.18480 -6.38363 1.71760
H 2.43076 -6.11646 3.79329
H 3.02824 -4.76882 5.76768
H 2.07148 -2.51723 6.06235
H 0.51709 -1.59977 4.40532

Properties
SMILES = O=C(/C=C/Nc1ccc([N+](=O)[O-])cc1Br)c1cccc2ccccc12
LUMO energy = -0.83 eV
HOMO = -8.543 eV
Total charge = 0
Gap between HOMO and LUMO = 7.72 eV
Relative energy (zero: lowest compared OMol25 entry of this formula, charge and spin) = 0.000 eV
Molecular weight = 397.228 g/mol

---

# 3
Density functional theory data (ωB97M-V with the def2-TZVPD basis set) for an isolated molecule of C19H13ClN2O4.

Element x y z (Å)
C -1.12657 0.63309 4.05759
C 0.22233 0.33393 3.40391
C 1.35005 1.12577 4.12572
O 1.18149 2.35174 4.38462
O 2.49030 0.42219 4.59394
C 0.23553 0.59294 1.91720
C 0.56347 1.92513 1.50481
C 0.35709 2.23008 0.18854
C 0.01849 1.30248 -0.77773
C -0.32263 1.50466 -2.11219
C -0.37919 2.66526 -2.87031
C -0.76977 2.59378 -4.17743
Cl -0.52240 4.06038 -5.34149
C -1.20727 1.36040 -4.71203
C -1.13688 0.15677 -3.95629
C -0.64788 0.16586 -2.63249
N -0.52111 -0.78000 -1.58417
C -0.73431 -2.14282 -1.68446
O -1.30390 -2.62674 -2.66067
C 0.16874 -3.13352 -1.10460
C -0.00691 -4.47706 -1.15165
O 1.01592 -5.09468 -0.65556
C 1.76972 -4.07825 -0.14501
N 1.36254 -2.86479 -0.43044
C -0.14598 -0.04714 -0.45188
C -0.18255 -0.34895 0.89841
H -1.29950 1.72695 4.24360
H -1.19109 0.19974 5.11008
H -1.90718 0.31364 3.37601
H 0.43574 -0.65585 3.60730
H 3.08078 0.96077 5.17067
H 0.69948 2.78768 2.05047
H 0.42497 3.25326 -0.05842
H -0.11030 3.59039 -2.39500
H -1.69107 1.42403 -5.70380
H -1.46397 -0.76319 -4.31030
H -0.85531 -5.06355 -1.43382
H 2.68962 -4.29486 0.43364
H -0.54046 -1.30952 1.28325

Properties
SMILES = C[C@H](C(=O)O)c1ccc2c3cc(Cl)ccc3n(C(=O)c3cocn3)c2c1
LUMO energy = -0.20 eV
HOMO = -8.292 eV
Total charge = 0
Gap between HOMO and LUMO = 8.09 eV
Relative energy (zero: lowest compared OMol25 entry of this formula, charge and spin) = 1.901 eV
Molecular weight = 368.776 g/mol

---

# 4
Density functional theory data (ωB97M-V with the def2-TZVPD basis set) for a structure of composition C19H13N4RuS.

Element x y z (Å)
Ru -0.08068 -0.21755 0.31501
S 0.55335 -2.37717 -3.97032
C 0.65778 -2.05599 -2.27951
N 0.29302 -0.87638 -1.89726
C -0.10300 -0.10651 -2.98129
C -0.55067 1.21311 -2.90859
C -0.90781 1.84839 -4.07822
C -0.82518 1.19036 -5.31238
C -0.38363 -0.11451 -5.39557
C -0.02218 -0.75975 -4.21577
H 1.00577 -2.82796 -1.61028
H -0.61063 1.70100 -1.94296
H -1.25962 2.87109 -4.04549
H -1.11369 1.71335 -6.21495
H -0.32240 -0.62250 -6.34894
C -2.13886 0.16617 0.20467
H -2.65190 -0.51080 0.89786
H -2.51627 -0.05251 -0.80167
H -2.42310 1.18633 0.47075
N 0.75898 -2.18974 1.08344
C 1.10174 -3.29609 1.03248
C 1.52139 -4.61528 0.85884
C 1.97757 -5.40012 1.93780
N 2.35051 -6.05199 2.81524
C 1.49706 -5.10544 -0.46351
N 1.46391 -5.42542 -1.57551
C 0.40761 1.05533 1.52099
C 0.31633 1.80035 2.68856
C 1.42653 2.54978 3.18364
C 1.32723 3.28759 4.34093
C 0.13550 3.33487 5.07085
C -0.96469 2.61079 4.60491
C -0.89050 1.86284 3.45161
H 2.35617 2.52044 2.62898
H 2.19235 3.84017 4.69108
H 0.06827 3.91739 5.98057
H -1.89620 2.63321 5.16033
H -1.75007 1.30317 3.10362

Properties
LUMO energy (spin up / spin down) = 2.28 / 2.27 eV
<S²> = 6.050
HOMO (spin up / spin down) = -2.750 / -5.031 eV
Total charge = -1
Gap between HOMO and LUMO (spin up / spin down) = 5.04 / 7.30 eV
Molecular weight = 430.478 g/mol
2S+1 = 5

---

# 5
Density functional theory data (ωB97M-V with the def2-TZVPD basis set) for a structure of composition C19H14AuCl3N2O2.

Element x y z (Å)
Au -0.10051 -0.53314 -0.70174
Cl 3.65584 -4.46548 -0.34959
C 2.87091 -3.15213 0.44816
C 2.84646 -3.07261 1.82864
C 2.22396 -1.98952 2.41854
C 1.62261 -1.04002 1.61885
N 1.62781 -1.13287 0.27521
C 2.25956 -2.17357 -0.30667
H 3.31558 -3.84552 2.42515
H 2.18590 -1.88367 3.49422
H 1.12678 -0.17441 2.03929
H 2.29323 -2.19599 -1.38826
Cl -1.26417 1.93570 1.61856
C -1.00916 0.67006 2.77385
C -0.25070 0.93962 3.89776
C -0.02436 -0.05708 4.83287
C -0.53080 -1.32712 4.60976
C -1.26220 -1.59116 3.46243
Cl -1.76265 -3.23142 3.18078
C -1.56717 -0.59311 2.52413
N -2.28446 -0.84695 1.36015
C -3.55905 -1.48270 1.32094
C -4.39385 -1.50911 2.43001
C -5.60827 -2.17968 2.37966
C -5.99579 -2.81931 1.21086
C -5.15836 -2.77639 0.10322
C -3.93550 -2.11502 0.13401
C -3.02049 -2.13609 -1.07291
C -2.89465 -0.77905 -1.77574
O -3.85404 -0.38387 -2.40322
O -1.79857 -0.04507 -1.65993
H 0.14623 1.93630 4.03850
H 0.54848 0.15387 5.72806
H -0.34763 -2.13129 5.31162
H -2.14261 -0.15949 0.63295
H -4.08752 -1.00383 3.34052
H -6.24949 -2.19444 3.25351
H -6.94195 -3.34499 1.15871
H -5.45751 -3.26737 -0.81725
H -3.45592 -2.79195 -1.82399
H -2.05039 -2.54232 -0.78078

Properties
LUMO energy = -0.72 eV
HOMO = -8.093 eV
Total charge = 0
Gap between HOMO and LUMO = 7.37 eV
Relative energy (zero: lowest compared OMol25 entry of this formula, charge and spin) = 0.185 eV
Molecular weight = 605.659 g/mol

---

# 6
Density functional theory data (ωB97M-V with the def2-TZVPD basis set) for a structure of composition C19H14BeF3N3O3S2.

Element x y z (Å)
Be 0.81726 0.22756 0.92572
F -2.88044 -2.22904 3.74812
C -2.27234 -1.33064 4.53052
F -2.36614 -1.80254 5.78552
F -3.00944 -0.21374 4.50222
C -0.83794 -1.10264 4.13352
C 0.18276 -1.43814 4.99602
C 1.50366 -1.26234 4.58422
C 1.72886 -0.76324 3.32172
N 0.74686 -0.40944 2.49662
C -0.53334 -0.55664 2.86452
S -1.75384 -0.03434 1.79212
H -0.03694 -1.81864 5.98202
H 2.32376 -1.51684 5.23392
H 2.72646 -0.61464 2.93742
C -3.64704 2.11836 -4.28158
C -2.72164 1.21906 -3.52138
C -1.42084 1.63006 -3.24538
C -0.53034 0.77746 -2.61738
C -0.95184 -0.48614 -2.24938
C -2.24574 -0.90484 -2.48338
C -3.12794 -0.04664 -3.11738
S 0.19686 -1.65314 -1.53238
O -0.54214 -2.65874 -0.82938
O 1.10186 -2.08644 -2.56398
N 1.01426 -0.76884 -0.40578
C 2.20106 -0.18084 -0.58408
C 3.19026 -0.40524 -1.55468
C 4.35626 0.31486 -1.47458
C 4.53546 1.25266 -0.45158
C 3.51496 1.42606 0.45272
N 2.38656 0.72106 0.40032
H -3.39304 2.07526 -5.34208
H -3.54094 3.15026 -3.95508
H -4.68334 1.81256 -4.16118
H -1.10764 2.62606 -3.52298
H 0.48376 1.08466 -2.40058
H -2.54324 -1.89054 -2.16058
H -4.14164 -0.36114 -3.30728
H 3.00216 -1.13224 -2.32498
H 5.14376 0.15146 -2.19488
H 5.44126 1.83086 -0.38268
H 3.58246 2.14646 1.25472
O -1.25774 1.90566 0.01062
C -0.63504 1.19716 0.71182

Properties
LUMO energy = -0.22 eV
HOMO = -8.396 eV
Total charge = 0
Gap between HOMO and LUMO = 8.17 eV
Relative energy (zero: lowest compared OMol25 entry of this formula, charge and spin) = 0.214 eV
Molecular weight = 462.479 g/mol

---

Going through the records in order, we get E_tot values of -2349.2882; -3640.9941; -1602.4569; -1443.8193; -2508.7201; -2233.2736 hartree.